# 1
Formula: C24H33Cl3F9O11P
Source: the Open Molecules 2025 dataset
Level of theory: the ωB97M-V functional and the def2-TZVPD basis

The geometry in XYZ format:
```
81
Properties=species:S:1:pos:R:3:forces:R:3:mulliken_charge:R:1
H 0.02680 -2.64089 6.38288 -0.133 1.303 -1.704 0.3526
C -2.15706 0.43313 0.54277 -0.671 0.046 0.843 0.8346
C -4.42820 0.92797 -0.92696 -0.221 -1.164 0.591 -1.1307
H -3.12206 -1.97906 -4.54602 0.718 0.334 2.222 0.3481
H -4.19886 -0.54466 0.79954 1.365 0.633 -1.902 0.2656
O -1.50018 -2.90953 -1.47807 -0.981 -1.759 -0.438 0.0595
H 0.94099 -2.71950 2.47548 -1.504 1.945 -0.120 0.5555
H 1.70737 4.59713 2.46473 -1.792 0.529 -1.665 0.1659
H 2.04745 -3.89931 4.75211 0.527 1.458 -0.337 0.3241
H -0.80354 -2.22298 3.00195 1.583 1.120 -0.956 0.5203
Cl -0.36037 4.13812 -5.78213 -0.045 -0.203 -0.080 -0.1318
C 3.09424 0.82666 -4.50817 6.364 -2.102 -2.173 0.0626
C -3.51651 -0.20602 -0.11331 -0.694 0.350 0.490 -0.0607
H -0.57525 1.86779 -6.37673 -0.125 0.337 -0.122 -0.1053
O 2.12126 2.71979 0.69789 -2.560 -0.001 -1.450 -0.3646
H -0.00063 -4.32105 1.25369 -2.189 1.092 -0.783 0.2557
F 1.49532 2.12927 -3.06516 0.571 -4.321 -1.251 -0.2148
Cl -2.74974 2.72836 -6.66904 0.195 -0.037 0.016 -0.1353
H 0.90624 1.54427 -0.64655 0.252 -0.146 2.131 -0.1782
C 1.53744 4.03130 0.26295 -0.472 0.600 1.031 -0.2195
H 0.53902 5.82277 1.48423 0.667 -2.179 0.291 0.4021
C -0.91443 -3.64388 0.89121 0.156 0.359 0.358 -0.4580
O -0.11351 -2.14317 5.50249 3.300 -0.309 -0.446 -0.5659
C -2.82293 -1.75253 -3.43184 -0.299 0.093 0.588 -0.5927
H -1.57887 -3.67588 -3.55477 -1.142 1.039 1.951 0.2557
C 2.87274 -0.30778 -1.30380 3.275 -0.394 0.021 1.0277
H -0.05037 4.04877 2.00462 1.922 1.553 -0.893 0.1050
Cl -0.46031 2.97855 -8.45209 -0.042 -0.058 0.209 -0.1328
C 1.59386 1.16484 4.67108 0.870 2.808 2.611 0.5003
F 3.96162 -1.27157 -1.72163 -3.664 3.226 1.571 -0.3196
O 2.50959 -3.04001 4.52160 -3.257 1.685 0.448 -0.4972
H -1.82127 -3.67736 1.66494 1.956 -0.121 -1.522 0.2352
C -1.46725 -4.09861 -0.61117 0.338 0.139 0.899 -0.5166
H -3.79652 -1.34387 -2.88921 2.095 -0.977 -1.082 0.1521
C 1.56135 0.27215 1.26520 1.409 1.565 -0.487 1.0231
H -0.74751 -4.95578 -0.98851 -1.468 1.817 0.380 0.2240
H -5.34565 0.32451 -1.39205 2.022 1.551 0.693 0.3456
H -2.26082 1.62109 0.48739 0.426 -2.511 0.015 0.3330
C 1.06769 1.66759 0.50584 0.038 1.101 -0.138 -0.2768
C 0.87162 4.71178 1.63798 0.590 -0.957 -0.152 -0.7015
F 0.60476 0.45822 -4.53887 3.217 0.990 2.852 -0.3490
F 0.62611 1.18022 5.83226 3.240 -0.086 -4.081 -0.2726
H -4.88643 1.65768 -0.13079 1.013 -1.238 -1.615 0.3659
H -1.17184 0.07808 0.02308 -1.988 0.587 0.888 -0.5466
O 4.17787 0.05579 -4.39018 -7.518 4.847 -0.016 -0.4685
C -0.75842 0.40554 2.93192 -1.639 1.290 0.210 -0.3437
H -0.70839 1.59797 2.89361 0.346 -2.625 0.063 0.1062
C 1.73871 0.76704 -3.58926 -1.733 1.389 -1.780 0.8136
C 1.56581 -0.19334 3.79789 1.663 -0.977 -1.197 0.6126
H 0.69361 3.91054 -0.54195 1.712 0.044 1.331 0.2068
C -2.25022 -3.14629 -2.72313 -0.429 -0.280 -1.362 -0.5078
O 2.19831 -1.27111 6.48456 -2.421 -0.962 -5.507 -0.7376
F 3.57765 1.02752 -1.28744 -2.706 -3.984 -0.270 -0.2918
C -2.15662 0.04679 2.16560 -0.590 0.839 -0.311 -1.2428
H -3.32753 -1.17655 -0.75004 -0.112 2.135 1.225 -0.1905
C -0.98223 2.80371 -6.76797 0.064 -0.076 0.027 0.5181
H 4.07196 1.94181 -5.87963 -1.905 -0.680 0.672 0.3731
H 2.41381 4.68661 -0.17944 -1.801 -1.461 1.041 0.2979
H -2.57000 -1.04535 2.37082 1.191 2.168 -0.611 0.2640
F 0.32895 -0.58760 -1.93602 4.614 0.812 -1.342 -0.2409
H -3.81178 1.52107 -1.73084 -1.309 -1.263 1.521 0.2317
F 1.99061 -1.70295 -3.22434 -1.084 4.180 2.376 -0.3183
P 1.54315 -1.65714 5.08140 2.346 -1.428 6.787 1.0515
C 0.06783 -1.92636 2.28729 1.139 -2.010 -0.904 -2.6784
C 2.34517 -0.75489 0.21893 1.530 -7.092 1.241 -0.4665
C 0.58962 -0.35866 2.44869 -1.098 -0.327 1.615 1.7236
H -0.93475 0.14841 4.08448 0.567 0.397 -2.510 0.2751
O 4.20868 -0.76965 3.42942 -8.167 4.894 -2.830 -0.5287
H -2.55288 -4.53287 -0.46625 2.075 0.796 -0.383 0.3683
H -2.03746 -0.87373 -3.41078 -1.404 -1.970 -0.042 0.0449
F 1.39959 2.45238 3.97631 0.357 -4.413 1.952 -0.1278
F 2.99412 1.28416 5.23688 -4.846 -0.284 -1.692 -0.2678
O 2.78398 0.79697 1.96813 0.399 -3.673 2.029 -0.2962
C 1.71775 -0.42750 -2.45980 -1.196 -2.220 -1.491 0.4709
O -0.38500 -2.25263 0.89359 -0.231 -0.499 1.752 0.5102
H 0.08800 2.12894 0.93999 1.653 -1.415 -0.629 0.2932
O 3.09392 1.82248 -5.62445 0.700 -2.297 3.411 -0.4150
H -2.98281 0.77103 2.63546 1.804 -1.600 -0.844 0.3911
C 3.08052 -0.14600 3.08823 4.144 -2.452 0.989 -0.1397
O 2.69510 -2.03414 0.53213 -2.561 8.945 -1.797 -0.5574
H -3.14198 -3.88856 -2.50282 1.587 1.556 -0.422 0.3228
```
Forces are in eV/Å.

As for the electronic energy: -4382.0574 a.u. For the HOMO energy, the calculation gives -10.2 eV. As for the orbital gap: 8.72 eV. Its charge is 0. As for the structure (SMILES): CCCCC[C@@]1(COCCOCC)[C@](COCC)(C(=O)C(F)(F)C(F)(F)C(F)(F)C(=O)O)OC(=O)[C@]1(C(F)(F)F)P(=O)(O)O.ClC(Cl)Cl. Its largest force on an atom is 9.9 eV/Å.

=====

# 2
Formula: C5H8N2
Source: the Open Molecules 2025 dataset
Level of theory: the ωB97M-V functional and the def2-TZVPD basis

The geometry in XYZ format:
```
15
Properties=species:S:1:pos:R:3:forces:R:3:mulliken_charge:R:1
H 0.54152 2.93323 0.03185 -0.004 -0.077 -0.080 0.3447
N -0.99824 1.62583 -2.45959 0.571 0.195 1.253 -0.4337
H -0.58468 -2.34522 1.80485 -0.051 -0.147 -0.048 0.2804
H -2.05014 -2.04968 0.88059 0.378 -0.054 0.048 0.3044
C -0.50493 1.79119 -1.42273 -0.402 -0.074 -1.094 0.4143
C 0.72079 -0.40891 0.03529 -0.178 -0.032 0.190 -0.6225
H 1.95728 1.06229 -0.67708 -0.111 -0.019 0.183 0.2808
C 0.18521 1.91227 -0.10822 -0.019 0.129 -0.189 -0.6409
H -0.55279 1.67309 0.65625 -0.036 0.246 0.035 0.3990
N 1.26075 0.94995 0.05572 -0.073 -0.027 -0.140 -0.3837
C -0.95250 -1.98429 0.82952 -0.165 0.457 -0.059 -0.8984
C -0.49217 -0.58188 0.87265 0.440 -0.543 -0.353 -0.1559
H 1.51942 -1.12787 0.29154 -0.266 0.056 0.045 0.4327
H 0.37883 -0.71626 -0.97804 -0.046 0.063 0.031 0.3600
H -0.54788 -2.59130 0.00947 -0.036 -0.172 0.178 0.3189
```
Forces are in eV/Å.

As for the electronic energy: -304.6796 a.u. For the HOMO energy, the calculation gives -8.8 eV. As for the orbital gap: 8.57 eV. Its charge is 0. For the energy above the lowest of the compared OMol25 structures with the same formula, charge and spin, the calculation gives 409.2 kJ/mol. Its largest force on an atom is 1.4 eV/Å.

=====

# 3
Formula: C17H37ClN4O8S
Source: the Open Molecules 2025 dataset
Level of theory: the ωB97M-V functional and the def2-TZVPD basis

The geometry in XYZ format:
```
68
Properties=species:S:1:pos:R:3:forces:R:3:mulliken_charge:R:1
H 2.36439 3.36912 -2.66457 0.013 0.015 0.013 0.0693
H -4.70833 -0.27987 1.94128 0.002 -0.058 -0.198 0.4143
N -0.72513 -1.54907 3.44578 -0.048 -0.017 -0.007 -0.0838
O -1.29058 -0.78142 -0.53977 -0.034 0.652 0.842 -0.3083
H -2.24579 -1.39450 -3.45817 -0.084 -0.084 0.160 0.4812
C 1.49979 7.14315 -3.74369 0.018 0.014 0.045 -0.8106
H 4.50056 0.59796 0.38904 -0.008 0.001 0.002 0.3035
C 0.97739 2.48040 0.00508 -0.093 -0.158 0.002 -0.7704
H 0.68438 -3.64154 4.58077 0.027 0.003 -0.023 0.3241
C 2.38348 5.41935 -2.12205 -0.026 0.004 -0.043 0.8255
H -4.50451 1.79296 0.96414 0.081 -0.115 -0.202 0.5317
H 4.18491 -4.18766 1.35364 0.004 -0.008 -0.005 0.3097
H 0.55445 7.65798 -3.56560 -0.016 -0.023 -0.001 0.2816
H 1.82589 -2.38299 4.07464 -0.018 -0.007 -0.011 0.1194
H 2.62656 4.45663 -4.03777 -0.044 -0.004 -0.027 0.4392
H 0.98893 -6.34213 1.31206 0.020 -0.016 0.009 0.3732
H 2.16951 7.82736 -4.26718 0.013 -0.020 -0.014 0.2819
H -5.11701 -1.04468 0.38596 0.056 0.132 0.112 0.3368
N 1.21418 1.12121 0.45035 0.120 -0.222 0.120 0.1179
O -3.41224 1.16818 -2.94083 -0.114 -0.299 0.011 -0.4821
N 2.08722 6.68986 -2.50044 0.026 0.036 0.045 -0.1734
C -0.45303 -2.30333 2.23443 -0.180 0.196 0.129 0.0669
S -4.30086 0.02545 -2.89098 0.075 0.402 0.011 0.5379
H -0.25606 -1.62400 -2.03277 -0.042 -0.097 -0.013 0.3003
H -3.37888 1.20389 -0.24918 -0.228 -0.112 -0.072 0.1969
O -3.61100 -1.06630 -1.88819 0.108 -0.281 -0.032 -0.1511
H 0.50206 -6.63020 -0.36914 0.000 0.006 0.002 0.3277
C -2.43871 -1.68293 -2.41246 -0.150 -0.004 -0.245 -0.7746
H 0.35113 -3.00907 2.40270 0.063 -0.023 -0.014 -0.0242
C -1.22631 -1.32385 -1.59727 0.282 -0.455 -0.595 0.1131
H 0.34323 2.47113 -0.88437 0.012 0.076 -0.011 0.2426
O 0.61910 -4.20149 -0.91319 -0.249 0.015 -0.123 -0.6314
H 2.23390 -2.97702 0.35883 0.015 0.051 0.158 0.1109
C 3.15386 -4.37947 1.65366 -0.044 0.010 -0.057 -0.8122
H -3.43661 -0.86303 0.83731 -0.185 0.127 0.065 -0.1329
N 2.22791 -3.95494 0.62543 -0.101 0.003 -0.146 -0.0402
O 2.44973 -0.68172 0.98326 -0.037 -0.179 -0.058 -0.5914
C -0.11000 -1.63331 4.65273 0.063 -0.011 -0.047 0.6667
H -1.34293 -2.85539 1.92416 0.030 -0.044 -0.025 0.2218
C -5.48351 1.21281 -0.78462 -0.203 -0.005 0.195 -0.1001
H 1.00621 4.28788 -3.33673 0.012 -0.012 -0.054 0.3683
C 2.39705 0.47726 0.58433 -0.054 0.243 -0.041 0.9505
Cl -5.55336 2.90542 -1.37215 0.039 0.013 0.027 -0.1864
H -0.16157 -1.63278 1.42920 0.096 -0.127 -0.049 -0.2205
H -2.57212 -2.77315 -2.38013 0.089 0.167 -0.034 0.3013
C 2.07258 4.31557 -3.10923 0.025 0.001 0.066 -1.1525
H 1.30557 6.29596 -4.39351 -0.011 0.017 -0.019 0.3112
H 3.04460 -5.44419 1.83773 0.022 -0.003 0.019 0.3818
C -4.35366 1.01033 0.20877 -0.001 0.073 0.249 -0.5251
H 2.31701 7.38072 -1.80268 -0.008 -0.013 -0.006 0.2417
H 2.96918 -3.85044 2.58959 -0.010 0.009 0.004 0.1130
H 1.40916 -2.56534 5.79219 -0.011 0.007 -0.006 0.3391
C 3.64703 1.24903 0.22553 0.025 -0.090 0.038 -1.4801
H -1.45957 -0.85874 3.41710 -0.002 -0.020 0.009 0.1699
H 3.62980 1.56396 -0.81838 -0.006 0.028 0.007 0.3364
C 1.02685 -2.62417 4.77754 0.000 0.008 0.046 -0.9257
H 0.41204 0.55618 0.69095 -0.018 -0.008 -0.106 -0.0461
H 2.21656 -6.67305 0.08305 0.003 0.001 0.023 0.3723
H 0.46982 3.05154 0.78354 0.035 0.055 -0.016 0.2919
C 1.25974 -6.18364 0.26752 -0.088 0.004 -0.040 -1.4424
H 3.74975 2.14211 0.84219 -0.008 0.019 -0.026 0.4132
C 1.33057 -4.70959 -0.05845 0.346 0.211 0.146 0.9807
O 2.87672 5.19074 -1.02910 -0.013 -0.078 -0.018 -0.6501
H 1.90971 2.98173 -0.23513 -0.012 0.047 0.030 0.2107
H -6.44633 1.04982 -0.28921 0.223 -0.024 -0.179 0.4342
C -4.41428 -0.37345 0.89073 0.152 -0.051 -0.072 -0.7239
O -0.45548 -0.93309 5.58997 -0.017 0.010 0.003 -0.6761
O -5.53460 0.31584 -1.89823 0.066 0.015 0.051 -0.2947
```
Forces are in eV/Å.

As for the electronic energy: -2349.3067 a.u. For the HOMO energy, the calculation gives -9.1 eV. As for the orbital gap: 9.57 eV. Its charge is 0. Its largest force on an atom is 1.1 eV/Å.

=====

# 4
Formula: C5H11N2O
Source: the Open Molecules 2025 dataset
Level of theory: the ωB97M-V functional and the def2-TZVPD basis

The geometry in XYZ format:
```
19
Properties=species:S:1:pos:R:3:forces:R:3:mulliken_charge:R:1
N -1.31102 0.30265 -0.63625 -1.432 1.432 -1.083 -0.2184
C 2.10272 0.68489 1.05190 -1.408 -1.679 -1.741 -1.1873
H -1.43302 1.25770 -1.11065 0.451 -1.024 1.277 0.4292
O -0.85470 0.18904 -2.92521 1.540 -2.212 -0.850 -0.4926
H 2.31696 -0.27473 1.54835 0.933 0.762 0.133 0.3166
H -0.62574 1.26043 1.05731 -0.715 1.075 0.895 0.5337
C -0.47685 0.32310 0.60512 2.135 0.052 0.116 -0.0807
C -0.49191 -0.87484 1.56073 -4.151 -0.130 -2.710 -1.2136
H -0.36635 -0.32000 -3.69896 -1.413 1.448 2.279 0.4166
N 1.08604 -0.15183 -1.04765 -1.749 -0.862 -2.550 -0.6314
H 0.17602 -1.57618 1.09252 -0.003 -0.861 0.598 0.4467
H -1.60252 -1.23575 1.57524 2.091 0.103 0.528 0.3179
H -0.20540 -0.47913 2.47602 0.597 0.104 1.870 0.3595
H -2.30450 0.03377 -0.41324 1.097 -0.233 -0.398 0.3884
H 2.78896 1.11721 0.33701 0.975 -0.121 0.659 0.4055
C -0.61617 -0.44195 -1.72991 3.428 1.768 1.931 -0.0934
H -0.81556 -1.46877 -1.56350 0.029 -1.196 -0.678 0.4319
H 1.64398 1.38560 1.69169 0.125 0.944 1.132 0.3220
C 0.98907 0.26879 0.12948 -2.528 0.630 -1.407 0.5494
```
Forces are in eV/Å.

As for the electronic energy: -381.5265 a.u. For the HOMO energy, the calculation gives -13.6 eV. As for the orbital gap: 10.25 eV. Its charge is +1. For the energy above the lowest of the compared OMol25 structures with the same formula, charge and spin, the calculation gives 360.9 kJ/mol. Its largest force on an atom is 5.0 eV/Å.